1.
C14H26F3O5S5Se2Ti | ωB97M-V/def2-TZVPD

<S²>: 0.758
2S+1: 2
Energy in Ha: -8868.170875
Total charge: 0

Geometry (Å):
H: -2.941891 -2.251451 -1.132375
H: 1.771163 -4.230504 -3.199664
H: -0.818547 2.686927 3.583587
C: -0.326348 2.544221 2.622584
S: 1.766989 -3.252646 -1.011299
C: 1.992099 2.225156 1.580891
C: 1.382094 -3.293599 -2.797774
H: 1.767755 3.125111 1.011373
C: -2.431574 -1.585322 -0.436730
F: -3.521692 3.791953 -1.970782
H: 0.295874 -3.292938 -2.904118
C: 0.363127 -4.271604 -0.433898
H: 1.153599 3.179288 4.768599
S: -0.839305 -1.116932 -1.227194
Ti: -0.363793 1.238752 -0.443644
H: 0.615512 -5.320108 -0.600068
C: -2.650339 3.240438 -1.147740
H: -2.502173 -3.346170 0.854311
C: 1.723177 3.205949 3.836713
Se: 1.835143 0.717210 0.300789
H: 1.878125 -2.289330 -4.636859
C: 1.132802 2.165634 2.852227
C: -1.435699 -1.005136 -2.965719
H: -2.295070 -0.334518 -2.986039
F: -2.753002 3.809780 0.038282
H: 3.065774 -2.050238 -3.344115
H: 2.752730 2.914595 4.057475
C: 2.000671 -2.130914 -3.564920
C: -2.185592 -2.306892 0.915709
H: -0.504846 -4.016180 -1.045441
H: 3.043408 2.217550 1.865815
S: -0.874072 3.306487 -1.761412
H: 0.895814 0.036328 2.822547
H: -3.019942 -0.677265 -0.309465
F: -2.965382 1.918969 -1.029277
O: -0.121782 3.310485 -0.505857
C: -0.328752 -0.537366 -3.928212
H: -1.769413 -2.009835 -3.227802
H: -0.753403 -4.705406 1.359659
O: -0.753713 4.407659 -2.640875
O: 2.588373 0.562172 3.905872
H: 0.932011 -4.235435 1.655929
S: 1.345811 -0.464381 -3.207739
C: 1.237875 0.797118 3.525284
H: 0.573282 0.778852 4.400321
H: 2.739604 -0.384948 3.934356
H: -0.511973 0.485622 -4.239553
O: 1.649292 4.544582 3.376175
O: -0.760958 1.949727 -2.322383
H: -0.397921 3.462944 2.047816
C: 0.052291 -4.043555 1.041069
Se: -1.474965 1.214544 1.691763
S: -0.442676 -2.338028 1.481376
H: -2.728038 -1.809335 1.715752
H: 2.194809 4.631485 2.588257
H: -0.276339 -1.169508 -4.813589

Forces on atoms 1 to 2 (eV/Å):
-0.04 0.07 -0.04
-0.09 0.01 -0.14



2.
C14H26N2O9P2S4Sr | ωB97M-V/def2-TZVPD

Energy in Ha: -3642.246495
Total charge: 0

Geometry (Å):
P: -3.022523 -1.576362 -2.045386
S: 5.454323 0.095010 1.257127
C: 2.829234 1.014166 -1.714244
O: -2.631208 2.107681 -0.994713
N: -1.485138 0.515550 -2.972848
C: 1.328661 -1.375330 2.639757
O: -4.977132 0.952213 -1.170672
O: -3.817759 -2.454291 -2.902498
H: 2.500506 1.399775 2.674789
H: 2.422057 1.910915 -2.172049
H: 0.693662 2.742524 3.780183
C: 4.349108 -0.020211 -0.155453
H: 0.322982 -3.131352 3.355772
H: 0.575264 1.047390 4.191929
H: 1.379784 -0.889496 3.612143
O: 5.756855 1.508943 1.366893
C: 0.200275 -2.392646 2.563009
H: -4.460535 -0.680330 -0.663969
H: 1.465648 2.216989 1.498893
C: -2.059277 0.642844 4.001239
S: -1.252114 1.744351 2.809051
H: -0.471487 -0.732287 4.525346
C: -1.492541 -0.763995 4.151299
H: 1.729991 0.231678 -4.008239
H: 0.233969 -2.936793 1.616300
C: 2.436228 -0.238012 -2.171779
H: -4.629297 -0.139215 -4.124895
C: 0.477092 1.755939 3.371032
H: -2.055846 1.127421 4.978657
C: -3.566438 0.073421 -4.214724
Sr: -1.420406 0.058569 0.097675
C: 1.485180 1.446678 2.273260
H: 1.387513 -1.297524 -3.544047
C: 3.785758 1.118265 -0.708288
H: 2.730259 -2.357428 -2.004329
H: -1.232467 1.381957 -2.482043
H: -5.118191 2.670857 -3.034398
O: 4.609147 -0.396085 2.357297
O: -1.554998 -1.820665 -1.702218
H: 2.292952 -1.867372 2.512714
S: -1.503532 -1.753366 2.630703
C: 3.006604 -1.381634 -1.619292
O: 6.556579 -0.786128 0.947445
H: -3.440025 1.012690 -4.755308
H: 4.440893 -2.150110 -0.212739
H: -1.278829 0.699333 -3.956752
H: -0.873337 -0.288469 -2.721076
H: -3.099197 0.605257 3.671312
S: 1.220184 -0.092356 1.375639
P: -3.767470 1.527544 -1.813749
O: -3.681440 -1.284828 -0.582318
H: -3.127668 -0.757958 -4.767525
C: -2.953484 0.169653 -2.810477
N: 1.459467 -0.340834 -3.216674
O: -4.160864 2.603088 -2.934457
H: 4.122369 2.084725 -0.354349
C: 3.966523 -1.268347 -0.626276
H: -2.085888 -1.291981 4.898313

Forces on atoms 1 to 2 (eV/Å):
0.27 0.01 0.24
-0.36 -0.12 0.45



3.
C14H26N4O6PS | ωB97M-V/def2-TZVPD

Energy in Ha: -1958.815928
Total charge: +1

Geometry (Å):
H: -0.629223 -3.520569 3.072062
O: 3.970146 3.464345 1.340899
C: 4.794022 2.142640 -0.340102
S: -6.452317 1.678119 -2.055450
H: 1.088679 1.074896 -0.875767
N: -1.739459 -0.392508 -0.183628
H: 1.595882 -1.769677 4.239113
N: -3.527123 0.948548 -1.260793
C: -3.124839 -0.298043 -0.510342
H: 5.979834 2.936793 1.324499
H: 0.647353 -0.648368 -2.419419
C: 2.022784 -4.077258 2.793723
H: -0.683859 -1.641198 1.350666
C: 5.242238 0.765988 -0.756591
O: 2.817877 -4.833167 2.346682
H: -0.864862 -0.148732 -3.120623
H: -3.213035 2.323908 -3.335881
C: -0.797818 0.011678 -0.973174
H: -4.826810 -1.512520 -0.999599
C: -3.610388 0.522698 -2.593997
C: -3.809278 -1.394520 -1.374708
H: -3.639626 -0.291399 0.452606
H: -3.433979 1.101651 -4.543300
H: -0.123615 1.507938 0.395280
H: -3.302674 -2.352748 -1.373563
H: -1.236807 -1.153902 2.960505
N: -3.861645 -0.800904 -2.743929
H: -5.377451 0.907485 0.414130
C: 2.966784 3.203273 0.480456
H: 4.809772 0.500457 -1.720661
N: -3.406213 1.360012 -3.567640
C: -0.429623 -0.682297 -2.265901
O: 1.143948 -3.348170 2.052766
C: 0.169909 -2.783074 2.949236
H: -4.708430 2.923157 -0.267955
C: 0.033826 1.193994 -0.631912
H: -0.786808 -1.709938 -2.281189
H: 4.930779 0.013184 -0.030979
P: -5.057988 1.650043 -0.729705
C: 0.983962 -2.674987 4.219609
H: 5.234710 2.903327 -0.989685
C: -0.377613 -1.497835 2.384519
H: -3.111248 -1.203394 -3.309603
H: 0.395500 -2.738575 5.131033
O: 3.356258 2.280926 -0.437511
H: 6.327290 0.735298 -0.846155
C: 5.008393 2.498830 1.113870
H: -0.350304 1.992377 -1.282765
H: 4.836411 1.647817 1.776537
O: 1.856448 -3.806250 4.111559
O: 1.887793 3.703816 0.517600
H: 0.382437 -0.713167 2.395175

Forces on atoms 1 to 2 (eV/Å):
0.01 -0.02 0.01
-0.02 -0.04 0.00



4.
C14H26N4O9PRuTe | ωB97M-V/def2-TZVPD

Energy in Ha: -2149.424708
Total charge: +1

Geometry (Å):
C: -3.515711 -0.821024 -3.019119
N: -0.757847 3.619620 0.315154
N: 3.058753 -1.623151 2.003205
C: -1.612494 3.748160 -0.839443
C: 1.988162 -0.833850 1.908529
O: -2.457561 2.268059 -2.530290
C: 3.731611 -1.686864 0.727419
C: 2.827588 -0.832869 -0.134555
C: -0.852823 2.303959 2.454898
H: 4.742565 -1.277111 0.766556
H: 0.359171 5.412139 0.008966
Ru: 0.151635 0.786932 -0.035333
Te: 0.379661 -0.284018 -2.378431
O: -0.028032 1.440299 1.888502
H: 1.009850 3.680537 -1.717584
H: -1.347821 4.348109 2.219406
O: -0.921279 -0.942425 0.376915
H: -2.684786 -0.173580 -3.299120
H: 4.492723 -2.694718 3.044132
H: 3.776297 -2.699369 0.321859
C: 1.424889 3.701087 -0.711141
O: -0.093296 -3.094291 -0.681073
O: 2.965632 -0.689993 -1.335202
H: -1.003295 -6.092450 -1.937226
H: -1.136319 4.347534 -1.617348
H: -0.421000 -3.759549 -2.637599
O: 1.642242 2.314658 -0.362497
C: -1.397708 3.448178 1.596326
N: 1.831516 -0.296727 0.646809
H: -4.284645 -1.833400 -1.264826
C: 3.509359 -2.268252 3.221571
H: 2.120889 2.290200 0.478066
H: 3.597539 -1.543826 4.032715
C: -1.961787 2.382045 -1.435880
H: -2.559419 4.248621 -0.612182
H: -4.419665 -0.222511 -3.139298
O: -1.639730 1.374943 -0.660055
N: 1.164832 -0.595158 2.897682
H: -3.252962 -0.426451 -0.903201
O: -2.294666 -2.216339 -1.415956
P: -0.906303 -1.774838 -0.882814
H: -0.730787 -5.655957 -0.245907
C: 0.481670 4.353437 0.278080
C: -3.419053 -1.259934 -1.583972
C: -0.117829 -4.173337 -1.674590
H: -2.456747 3.236891 1.447441
H: -3.572661 -1.677809 -3.688642
O: -1.169837 2.220534 3.615194
H: 2.833014 -3.070970 3.519413
H: 2.394715 4.197483 -0.746221
H: 0.472728 0.163973 2.756621
H: 0.931606 4.329337 1.274460
H: -2.066582 -4.919102 -1.150466
H: 0.915458 -4.503558 -1.747371
H: 1.318261 -0.999457 3.805202
C: -1.039719 -5.273847 -1.217778

Forces on atoms 1 to 2 (eV/Å):
-0.02 0.05 0.00
-0.03 0.00 0.10



5.
C14H27AlHoI2O3PS2 | ωB97M-V/def2-TZVPD

<S²>: 6.013
2S+1: 5
Energy in Ha: -3697.419296
Total charge: +4

Geometry (Å):
C: -2.365289 0.557041 3.101697
H: 4.153534 -2.944041 -1.071094
H: -0.469469 -1.035273 4.730829
O: -0.790283 3.986041 -2.775594
H: 4.271695 -1.339489 -3.266079
H: 4.880309 -0.206131 0.281996
H: -3.805522 2.037369 -1.422915
C: 4.822483 -0.200156 -0.815180
C: -0.513154 2.864893 -2.652955
H: 0.999056 -0.031229 4.751607
C: 3.401678 -0.844109 -2.802547
S: 2.038521 0.316952 -0.470739
P: -0.545106 0.648457 3.005991
H: 0.919488 2.569571 3.235245
H: 4.856552 0.842458 -1.160229
H: -2.244019 -1.225220 -2.606053
H: 3.376555 0.184181 -3.186114
H: 2.392528 -2.700155 -1.025007
H: -0.509665 2.973273 2.246129
H: -0.531084 0.604369 5.406794
I: -0.768848 -4.372857 -1.344354
H: 2.502728 -1.388534 -3.135795
H: -2.842324 1.108108 2.285346
Ho: 0.193683 0.639638 -2.287422
O: 2.835973 -0.899820 2.870562
C: -0.085611 -0.016886 4.621492
H: -2.870127 -2.051639 -0.298184
C: -3.601968 -1.230741 -0.198483
S: -1.420763 0.685605 -0.250136
C: -3.219298 -0.031645 -1.051343
H: 5.704673 -0.726550 -1.214344
H: -2.684215 -0.491890 3.062143
C: 3.549706 -0.882533 -1.292409
C: 3.354206 -2.271790 -0.716490
H: -4.230992 1.449228 0.190151
H: -3.680762 -0.961920 0.866559
H: -3.896360 -0.703838 -2.960253
H: 3.381424 -2.255763 0.378633
C: -0.167317 2.433601 3.141533
C: -2.949163 -0.382442 -2.502050
O: 2.590484 3.209610 -2.746888
H: -0.661473 2.817895 4.042128
C: -4.151321 1.156459 -0.863995
H: -5.163624 0.916299 -1.214387
C: 1.845544 -0.856231 2.272467
Al: 0.330407 -0.045225 0.943126
I: -0.198454 -4.100911 -3.888731
H: -4.587950 -1.615721 -0.516880
H: -2.589570 0.490299 -3.084937
H: -2.684532 0.984179 4.062681
C: 1.827050 2.337197 -2.675506

Forces on atoms 1 to 2 (eV/Å):
-0.11 -0.22 -0.39
-0.15 0.33 0.08



6.
C14H27Br8N2S | ωB97M-V/def2-TZVPD

Energy in Ha: -21649.254656
Total charge: +1

Geometry (Å):
C: -1.472562 -0.995824 0.354660
C: 1.459517 0.923514 -0.741208
C: 0.909846 -5.559994 -3.431048
C: 3.296746 -0.791311 1.003199
C: -0.026598 6.824386 -0.994774
H: 1.071383 1.781040 -1.287710
H: -0.485703 -5.417180 2.814165
H: 1.066623 -1.788704 -1.367730
Br: -1.678095 3.229265 -0.672793
H: 4.698881 -0.867991 -0.621896
Br: -4.712881 1.328919 0.162176
H: 4.148543 -1.131884 1.589122
Br: -1.551864 -3.304819 2.091178
H: -3.304513 2.667522 1.711539
H: 2.448355 -1.414778 1.282600
Br: 1.077349 -2.333345 4.455937
S: 2.855826 0.228580 -1.640181
H: -2.411387 -1.079310 0.864581
Br: -1.619038 9.180434 -0.697026
H: 0.714647 -4.751752 4.818715
Br: 1.903109 -3.898893 -3.661253
N: -0.736126 0.168483 0.225945
C: -0.141889 -4.388055 2.890558
H: -1.013834 1.069355 0.594553
N: 0.363258 -1.332409 -0.799607
H: 0.312970 8.611482 -2.123991
Br: -0.048979 6.239425 0.862807
H: 1.809497 1.319784 0.213130
H: 0.844996 6.346946 -1.437052
C: -0.140632 -5.402633 -2.368420
C: -0.763861 -1.964990 -0.312884
H: -0.926707 6.433678 -1.458340
H: 3.346292 -1.970510 -0.791578
Br: 0.659946 -5.420448 -0.591058
H: -0.828007 -3.877449 4.883219
C: 3.624908 -0.962493 -0.486530
H: -0.957174 -3.000931 -0.491696
C: -3.418205 3.877656 -0.081953
H: -4.871126 3.447178 1.429893
H: 0.450939 -5.765820 -4.395091
C: 0.076235 8.321608 -1.102900
H: 0.813383 8.740659 -0.426264
C: 0.384039 -0.066405 -0.437876
C: 0.093320 -4.007759 4.325997
H: -3.231777 4.863377 0.341271
H: -0.845620 -6.230308 -2.378742
H: 0.739679 -4.255931 2.271092
H: -0.682196 -4.466868 -2.465593
C: -4.020145 2.967150 0.953078
H: 3.112226 0.237573 1.300498
H: 1.632692 -6.335033 -3.199853
H: -4.026286 3.975812 -0.974865

Forces on atoms 1 to 2 (eV/Å):
0.80 -0.51 -1.29
0.20 -0.30 0.74



7.
C14H27ClIIrN2O2P2 | ωB97M-V/def2-TZVPD

<S²>: 6.029
2S+1: 5
Energy in Ha: -2353.359350
Total charge: +2

Geometry (Å):
H: -1.643465 -2.455928 -1.337845
C: -1.700605 -2.142782 1.854457
C: -0.748981 3.508572 1.334806
C: 0.093781 0.196733 -1.971232
Ir: -1.993849 0.844761 1.983037
N: -2.163820 -0.991120 1.403566
P: -0.260441 2.125673 2.372366
H: -0.566816 -2.364525 1.949520
C: 1.446553 2.134029 2.967411
H: -1.290577 1.758270 -2.416569
H: -1.336064 0.707030 4.033139
O: -1.703376 -5.411838 1.809395
H: -3.872109 -4.731380 3.801897
H: -1.155964 4.337439 1.873643
I: 2.130791 -0.595427 -0.451302
C: -3.361980 -0.619740 0.925862
H: 1.811574 1.158364 3.280933
H: 2.937222 -2.007208 -2.642594
H: -0.213192 -1.346779 -3.957521
C: 2.174786 -2.709710 -2.355025
H: -1.311764 2.423097 4.471203
H: 2.040204 2.463150 2.099121
H: 0.238131 2.007891 -3.124466
H: -3.424743 0.348469 0.440895
H: -4.817199 -3.387452 2.193775
C: -2.724988 -3.097132 2.172160
O: -1.188903 -0.292188 -1.929134
H: 2.585686 -3.454408 -1.755104
Cl: 1.316222 1.957899 0.276925
C: -1.443648 1.717471 3.659619
H: -1.493398 3.148237 0.625534
C: -0.221927 1.600400 -2.264755
H: -0.531309 -3.518848 -2.217097
H: 1.542601 2.823035 3.787196
P: 0.594634 -1.795125 -1.754706
C: -4.038413 -2.708917 1.924026
H: 0.118487 3.802873 0.738477
H: 1.921654 -3.158413 -3.334252
H: -3.046385 -6.114162 3.239048
H: 1.199335 -2.243697 -3.994288
C: -4.362905 -1.492588 1.368548
N: -3.524220 -5.270092 3.043921
H: -0.482010 2.016743 -1.336712
C: 0.729767 -1.395519 -3.471554
H: 1.398241 -0.536431 -3.549507
H: -0.534826 -3.556379 -0.481486
H: -5.365812 -1.100881 1.264456
C: -0.648185 -2.892479 -1.330125
H: -2.466771 1.871071 3.269623
C: -2.424294 -4.561586 2.238459

Forces on atoms 1 to 2 (eV/Å):
0.13 0.09 0.01
-0.82 -1.87 0.63



8.
C14H27FNO | ωB97M-V/def2-TZVPD

Energy in Ha: -779.129718
Total charge: +1

Geometry (Å):
C: -0.385943 2.311178 -2.177998
H: 0.425627 0.429335 -6.650777
C: 0.998842 0.588158 1.567979
H: -0.995028 -1.598203 -6.236900
H: -2.985591 -0.177509 0.905088
C: -2.155586 1.673434 -0.147855
H: 3.291941 -1.598839 -0.087672
H: 0.157109 -1.579156 4.839892
H: -0.312179 -0.325155 -0.666372
C: 1.143528 1.256692 3.031243
H: 2.764168 -0.697122 2.301132
H: -1.913878 -0.117973 -5.913113
C: -1.063007 -0.724454 -5.587482
C: -0.363786 -0.239929 1.619930
C: -0.954304 -0.661390 0.211534
H: 1.893595 -2.423899 0.708538
H: 0.149409 2.802003 -3.034572
H: -0.930881 -0.165399 4.380695
H: 1.065945 -0.530141 -5.300022
C: -1.289805 2.059108 -1.387165
O: -1.307259 -1.181020 -4.259648
H: -1.375486 -0.401677 -3.692788
H: 0.163093 0.940970 -4.969782
C: 0.015230 -0.732170 4.101862
H: -1.166191 -1.982522 2.705321
H: -1.701233 2.111586 0.800300
C: 2.316544 -0.264447 1.357284
H: 1.608613 -1.199662 -0.611068
H: -3.161882 2.187007 -0.277547
C: 0.222520 0.076665 -5.637426
H: 0.914149 1.439948 0.830610
N: 1.149777 0.246957 4.136203
C: 2.233081 -1.428622 0.297553
H: 0.189796 1.867230 3.161606
F: 3.309425 0.661148 0.856563
H: 2.033866 -0.276570 4.238677
H: -1.169634 -1.774539 0.127454
H: -2.916986 -0.307198 -0.900146
H: -1.135843 0.460954 2.088783
H: 0.660187 -2.142200 2.424875
C: -2.358944 0.100500 -0.007834
H: 1.994933 1.995801 3.087636
C: -0.173868 -1.427094 2.663001
H: 1.049084 0.781444 5.020751

Forces on atoms 1 to 2 (eV/Å):
-1.33 0.79 -0.33
0.02 0.04 0.06